# 1
The following is a quantum chemistry calculation of a structure of composition CH8N6, from OMol25.

Geometry as XYZ:
```
15
Properties=species:S:1:pos:R:3
N 1.261 0.016 0.646
C 0.003 0.313 0.366
N 2.147 1.020 0.410
N -0.034 -2.022 -0.389
N -2.182 -0.394 -0.035
N -0.387 1.557 -0.107
N -0.930 -0.675 0.448
H 2.075 1.397 -0.536
H 3.093 0.681 0.555
H 0.460 -2.266 0.471
H 0.509 -2.297 -1.214
H -2.153 -0.125 -1.018
H -2.740 -1.238 0.037
H -1.353 1.748 0.133
H 0.230 2.284 0.236
```

Computed properties:
Calculated total energy   -371.2623 a.u.
LUMO (alpha / beta)   0.47 / 0.47 eV

The computed Löwdin charges, all in e, follow:
1. N -0.0456
2. C -0.5102
3. N -0.0467
4. N 0.0009
5. N 0.0316
6. N 0.1214
7. N -0.0733
8. H 0.0765
9. H 0.0748
10. H 0.0034
11. H 0.0220
12. H 0.0951
13. H 0.0942
14. H 0.0789
15. H 0.0769



# 2
The following is a quantum chemistry calculation of a cluster of 2 separate species, CH8NO2 in total, from OMol25.

Geometry as XYZ:
```
12
Properties=species:S:1:pos:R:3
O 1.865 -1.558 -0.367
H 0.587 -0.299 0.113
H 2.821 -1.422 -0.505
H 1.623 -1.916 -1.225
N 0.280 0.427 0.790
C -1.217 0.425 0.426
O -1.287 0.921 -0.832
H 0.609 1.385 0.679
H 0.419 0.266 1.784
H -1.540 -0.607 0.607
H -1.762 1.060 1.130
H -2.132 1.137 -1.202
```

Computed properties:
Calculated total energy   -247.8695 a.u.
Total charge   +1
LUMO   -3.45 eV

The computed Löwdin charges, all in e, follow:
1. O -0.0426
2. H 0.1128
3. H 0.0856
4. H 0.0677
5. N 0.2190
6. C -0.2252
7. O 0.0289
8. H 0.1711
9. H 0.1723
10. H 0.1460
11. H 0.1424
12. H 0.1219



# 3
The following is a quantum chemistry calculation of a cluster of 3 separate species, CH8NO3 in total, from OMol25.

Geometry as XYZ:
```
13
Properties=species:S:1:pos:R:3
N 0.679 -1.928 -1.118
C 0.549 -0.482 -1.350
O -0.012 0.251 -0.207
H 0.564 -2.053 -0.111
H -0.368 -2.270 -1.242
H 1.567 -0.083 -1.526
H -0.186 -0.397 -2.133
H -0.102 -0.379 1.308
H -0.863 -0.158 2.559
O -0.024 -0.600 2.307
H -0.441 1.668 0.080
H -1.380 2.356 -0.684
O -0.819 2.563 0.110
```

Computed properties:
Calculated total energy   -323.3758 a.u.
Total charge   -1
LUMO   4.40 eV

The computed Löwdin charges, all in e, follow:
1. N -0.0541
2. C -0.4245
3. O -0.3835
4. H 0.0273
5. H 0.0884
6. H 0.0872
7. H 0.0703
8. H -0.0194
9. H 0.0130
10. O -0.1770
11. H -0.0914
12. H 0.0250
13. O -0.1615



# 4
The following is a quantum chemistry calculation of a cluster of 2 separate species, CH8NS in total, from OMol25.

Geometry as XYZ:
```
11
Properties=species:S:1:pos:R:3
N 0.925 0.817 1.488
H 0.712 1.221 0.485
H 1.849 0.368 1.606
H 0.742 1.589 2.165
H 0.127 0.169 1.591
C -0.424 -1.056 -1.208
S -0.809 0.737 -1.030
H -1.062 -1.519 -1.962
H 0.602 -1.278 -1.498
H -0.537 -1.682 -0.319
H -2.126 0.634 -1.318
```

Computed properties:
Calculated total energy   -495.6971 a.u.
LUMO (alpha / beta)   0.72 / 0.52 eV
Multiplicity   2

The computed Löwdin charges, all in e, follow:
1. N 0.0020
2. H -0.0173
3. H 0.0225
4. H 0.0357
5. H 0.0204
6. C -0.5118
7. S 0.5362
8. H 0.0232
9. H 0.0195
10. H 0.0107
11. H -0.1410



Values for strongest force on any atom, eV/A, ordered as above
4.2, 2.6, 4.0, 2.4